one | 45
Properties=species:S:1:pos:R:3 method="wB97M-V/def2-TZVPD" lumo_ev=-0.33
O -7.46 -4.02 14.58
H -8.18 -4.32 14.02
H -6.64 -4.40 14.23
O -9.37 -2.67 17.33
H -9.16 -3.26 18.06
H -8.79 -1.96 17.29
O -11.09 0.82 12.33
H -11.22 0.68 13.26
H -11.87 0.38 12.00
O -11.51 0.83 15.12
H -11.90 -0.05 15.14
H -10.77 0.66 15.68
O -10.84 -4.23 15.24
H -10.33 -3.68 15.83
H -10.37 -4.12 14.45
O -4.83 -2.45 14.71
H -4.71 -3.01 15.45
H -5.69 -2.14 14.78
O -9.20 -2.04 14.30
H -9.41 -1.17 14.66
H -8.47 -2.43 14.83
O -12.15 -1.70 16.14
H -11.33 -1.83 16.61
H -12.12 -2.17 15.33
O -7.59 0.50 14.43
H -8.03 1.34 14.48
H -6.97 0.61 13.75
O -9.56 0.44 17.10
H -9.82 0.17 18.01
H -8.69 0.78 17.02
O -6.90 -1.68 12.77
H -6.28 -2.42 12.62
H -7.71 -1.95 13.26
O -12.16 -1.94 13.37
H -12.68 -1.36 12.84
H -11.37 -2.07 12.82
O -5.67 -3.77 17.22
H -6.12 -4.52 17.66
H -6.33 -3.36 16.64
O -10.15 -1.55 11.50
H -9.55 -1.75 12.23
H -10.33 -0.59 11.70
O -6.90 -1.40 16.23
H -7.08 -0.74 15.60
H -6.05 -1.13 16.55

***

two | 45
Properties=species:S:1:pos:R:3 method="wB97M-V/def2-TZVPD" lumo_ev=-0.29
O -2.26 -3.02 -0.39
H -1.98 -2.54 0.42
H -3.09 -2.65 -0.65
O 3.03 0.16 -2.67
H 3.83 0.59 -2.38
H 2.36 0.82 -2.64
O 3.44 2.46 0.48
H 2.66 1.86 0.69
H 3.92 2.32 1.28
O 0.70 2.21 -1.51
H -0.09 2.57 -1.94
H 0.70 2.66 -0.67
O -0.07 -0.38 -0.39
H 0.05 0.22 -1.15
H 0.44 -0.09 0.31
O -2.64 -0.16 -0.87
H -1.71 -0.21 -0.59
H -2.66 -0.84 -1.54
O 0.02 3.02 1.01
H -0.56 2.23 1.05
H -0.57 3.80 0.95
O 1.58 0.68 1.73
H 2.31 0.14 1.97
H 1.49 1.32 2.48
O -2.12 1.97 -2.84
H -2.38 1.69 -1.97
H -1.52 1.27 -3.13
O -0.39 -0.14 -3.19
H -0.99 -0.78 -3.53
H 0.09 -0.04 -4.02
O 1.25 -2.92 0.92
H 1.88 -2.30 0.56
H 0.73 -3.03 0.14
O 0.87 -1.03 3.74
H 0.98 -0.34 3.06
H -0.03 -0.98 3.96
O -1.33 1.17 2.85
H -1.47 0.34 2.42
H -1.89 1.26 3.60
O -1.44 -1.72 1.89
H -0.51 -2.00 1.98
H -1.85 -1.89 2.74
O 0.01 -2.81 -1.63
H -0.84 -3.02 -1.15
H 0.07 -1.89 -1.37

***

three | 45
Properties=species:S:1:pos:R:3 method="wB97M-V/def2-TZVPD" lumo_ev=-0.92
O -0.17 -3.90 1.43
H -0.36 -4.65 0.86
H -0.95 -3.37 1.27
O -2.01 -2.32 0.48
H -2.42 -2.71 -0.28
H -2.74 -2.23 1.11
O 3.68 0.40 -0.67
H 4.14 0.99 -0.11
H 2.79 0.64 -0.60
O -2.61 -0.33 -2.06
H -2.68 -0.06 -1.12
H -2.89 -1.26 -1.92
O 0.92 -1.80 2.66
H 0.49 -2.49 2.21
H 1.28 -2.03 3.50
O -1.13 2.33 0.31
H -1.96 1.88 0.56
H -0.44 2.09 0.93
O -0.45 0.64 -3.52
H -0.73 0.09 -2.77
H 0.29 1.08 -3.16
O 0.55 4.06 -1.01
H 0.02 3.65 -1.71
H 0.28 3.55 -0.25
O 2.43 -1.88 0.54
H 1.99 -1.64 -0.23
H 1.75 -1.67 1.26
O 1.82 -1.24 -2.37
H 1.18 -1.96 -2.38
H 1.40 -0.39 -2.14
O -0.77 0.15 2.95
H -0.04 -0.42 2.79
H -1.31 -0.59 3.15
O 1.45 1.78 -2.14
H 2.24 2.20 -2.45
H 1.18 2.38 -1.42
O 1.51 2.22 1.08
H 1.48 2.20 2.01
H 2.19 2.90 0.95
O -3.36 0.40 0.45
H -3.34 0.33 1.40
H -3.98 1.17 0.29
O 0.12 -0.13 -0.07
H -0.27 0.69 0.04
H -0.59 -0.72 0.16

***

What should be chosen as the most stable of them? Choose one.

***

one | 45
Properties=species:S:1:pos:R:3 method="wB97M-V/def2-TZVPD" lumo_ev=-0.04
O 0.76 -3.68 -0.37
H 1.14 -2.90 -0.01
H 0.60 -4.31 0.33
O -1.33 2.06 -1.95
H -1.79 2.46 -2.66
H -0.53 2.54 -1.72
O 0.05 -0.41 0.04
H 0.14 0.38 0.53
H -0.80 -0.38 -0.43
O 0.47 -0.07 -2.63
H 0.46 0.00 -1.71
H -0.21 0.51 -2.94
O 1.46 2.62 -1.67
H 1.56 2.18 -0.84
H 1.68 1.95 -2.23
O -0.21 -1.99 2.28
H 0.24 -1.79 1.45
H -0.99 -1.45 2.43
O -2.42 -0.36 2.36
H -2.43 0.00 1.48
H -1.88 0.23 2.89
O -2.56 -0.55 -3.09
H -3.38 -0.80 -3.50
H -2.23 -1.34 -2.70
O -2.70 0.18 -0.43
H -3.65 0.06 -0.21
H -2.71 0.01 -1.37
O -0.48 2.02 1.43
H -1.30 2.47 1.23
H -0.62 1.59 2.29
O 2.22 -1.96 1.27
H 2.20 -2.70 1.89
H 3.16 -1.90 0.88
O 2.30 0.21 2.84
H 2.38 0.97 2.26
H 2.20 -0.59 2.32
O -1.41 -2.56 -1.83
H -0.62 -2.29 -1.39
H -1.89 -3.16 -1.33
O 2.62 0.91 0.20
H 2.41 0.10 -0.21
H 3.53 1.07 -0.19
O 1.88 3.41 1.60
H 1.68 4.29 1.90
H 1.01 2.99 1.51

***

two | 45
Properties=species:S:1:pos:R:3 method="wB97M-V/def2-TZVPD" lumo_ev=0.05
O 2.34 2.40 1.08
H 2.86 2.51 1.85
H 2.60 2.97 0.44
O -4.09 0.13 0.34
H -3.27 0.03 0.61
H -4.44 -0.17 1.25
O 0.29 3.53 -1.45
H -0.43 2.87 -1.92
H -0.01 4.11 -0.89
O -0.02 -0.09 4.88
H 0.93 0.29 4.57
H 0.08 -1.01 4.78
O -0.68 -2.87 -2.76
H -0.67 -2.68 -3.69
H 0.15 -3.35 -2.58
O -1.64 -0.62 -1.75
H -0.63 -0.62 -1.81
H -1.84 -1.49 -1.95
O 2.30 -0.96 2.47
H 2.59 -1.89 2.56
H 1.80 -0.73 1.72
O -2.06 3.91 0.99
H -2.58 4.49 0.35
H -2.84 3.52 1.25
O -0.42 -2.59 0.87
H -1.09 -3.04 0.18
H -0.86 -2.27 1.57
O -2.14 2.57 -1.93
H -2.19 1.59 -1.99
H -2.18 2.47 -0.95
O -1.44 -0.08 1.79
H -1.06 -0.02 2.67
H -0.70 -0.04 1.20
O 3.04 -1.76 -0.24
H 2.08 -1.81 -0.30
H 3.03 -0.90 -0.70
O 0.94 0.45 0.24
H 0.63 1.16 0.86
H 1.48 0.76 -0.55
O 2.33 0.72 -2.56
H 2.11 1.59 -2.61
H 1.89 0.38 -3.35
O 1.20 -4.50 -1.80
H 0.64 -4.75 -1.10
H 1.96 -4.19 -1.64

***

three | 45
Properties=species:S:1:pos:R:3 method="wB97M-V/def2-TZVPD" lumo_ev=-0.69
O 1.22 1.98 -2.56
H 2.10 2.15 -2.30
H 1.09 1.01 -2.38
O -0.14 -0.07 0.65
H -0.23 0.88 0.67
H -0.18 -0.37 -0.26
O 0.53 -3.28 -2.17
H -0.22 -2.81 -1.85
H 0.66 -4.01 -1.56
O -1.28 0.47 -2.27
H -1.08 0.69 -3.16
H -1.51 1.25 -1.82
O -2.54 1.76 2.05
H -1.74 2.29 2.24
H -3.00 2.00 2.88
O 2.09 2.51 2.35
H 2.44 3.33 1.91
H 1.17 2.72 2.54
O 1.80 -0.89 -2.04
H 1.47 -1.69 -2.44
H 2.28 -1.24 -1.28
O 1.95 -2.14 0.48
H 1.29 -2.61 0.00
H 2.80 -2.47 0.25
O -2.53 -1.28 1.54
H -2.60 -2.27 1.48
H -1.68 -0.98 1.26
O -1.56 -1.82 -1.13
H -2.50 -1.91 -1.23
H -1.44 -1.06 -1.71
O -0.01 2.45 0.22
H 0.52 2.72 -0.54
H 0.00 3.17 0.85
O -2.49 2.67 -0.89
H -2.19 3.03 -1.72
H -1.90 3.01 -0.23
O -0.69 -3.55 0.71
H -0.90 -2.81 0.10
H -1.16 -4.32 0.44
O 1.03 -0.69 3.15
H 1.70 -0.11 3.44
H 0.53 -0.21 2.55
O 2.68 0.79 0.40
H 2.32 1.50 0.89
H 1.93 0.21 0.50

***

four | 45
Properties=species:S:1:pos:R:3 method="wB97M-V/def2-TZVPD" lumo_ev=-0.68
H 0.59 0.00 -0.15
H -0.61 0.88 -0.47
H -0.87 0.59 -3.54
H -0.24 -0.55 -4.31
H -0.27 -2.27 -1.06
H 0.54 -1.77 0.13
H 3.79 -2.80 -0.30
H 3.03 -3.90 0.42
H 2.45 -0.98 -1.60
H 1.59 -1.55 -2.71
H -5.56 -0.08 0.60
H -4.51 0.28 1.63
H -0.51 -3.85 0.37
H -1.74 -3.18 -0.23
H -2.47 -1.78 1.34
H -2.24 -0.36 1.83
H -1.52 2.87 0.38
H -3.02 2.68 0.30
H 4.32 1.91 0.22
H 5.23 3.02 0.70
H -3.73 -0.62 -3.16
H -3.97 0.25 -1.95
H 1.03 4.96 1.14
H 0.65 4.24 2.43
H 3.90 -2.67 1.76
H 2.49 -2.27 2.17
H 1.66 2.91 -0.84
H 1.64 4.05 -1.85
H -0.50 -1.21 4.55
H -1.32 -0.09 3.92
O 0.34 0.91 -0.35
O -0.06 0.34 -3.99
O 0.63 -2.05 -0.79
O 3.03 -3.37 -0.39
O 1.58 -0.89 -2.01
O -4.86 0.55 0.78
O -0.97 -3.70 -0.47
O -1.77 -1.15 1.54
O -2.33 3.33 0.14
O 4.31 2.82 0.53
O -4.40 -0.08 -2.74
O 0.70 4.12 1.47
O 3.15 -2.14 1.48
O 2.23 3.42 -1.43
O -1.39 -0.82 4.55

***

What should be chosen as the most stable of them? Choose one.

***

one | 45
Properties=species:S:1:pos:R:3 method="wB97M-V/def2-TZVPD" lumo_ev=-0.28
H 0.28 -0.20 -0.85
H 1.14 0.21 0.31
H 1.21 -4.93 -1.51
H 2.32 -4.82 -2.64
H -3.00 1.88 -1.40
H -2.95 0.41 -0.84
H 0.16 2.75 0.29
H -0.22 1.70 1.20
H 1.36 -1.40 3.21
H 0.70 -0.81 1.93
H 2.79 -0.67 -3.21
H 2.33 -1.17 -1.84
H -2.85 -4.30 1.08
H -2.70 -2.92 0.14
H -2.51 4.27 -2.53
H -1.84 3.09 -1.83
H 2.48 3.17 1.90
H 1.03 2.79 2.52
H -1.09 2.30 -4.11
H -0.07 2.08 -3.05
H 0.51 -1.17 -3.07
H -0.54 -0.26 -3.35
H -2.61 -1.17 0.64
H -1.05 -1.07 0.38
H 4.50 -0.71 3.69
H 4.25 -1.11 2.18
H 0.50 0.47 5.20
H 0.10 -0.59 4.20
H -2.28 1.45 1.90
H -3.14 0.84 0.73
O 1.03 -0.52 -0.33
O 2.06 -4.46 -1.82
O -2.59 0.95 -1.49
O -0.63 2.39 0.58
O 1.49 -1.26 2.29
O 2.94 -0.64 -2.24
O -3.27 -3.70 0.46
O -1.75 3.63 -2.61
O 1.49 3.19 1.80
O -0.70 1.60 -3.64
O 0.46 -0.33 -3.40
O -1.87 -0.60 0.59
O 3.93 -1.25 3.05
O 0.86 -0.11 4.50
O -2.24 1.04 1.00

***

two | 45
Properties=species:S:1:pos:R:3 method="wB97M-V/def2-TZVPD" lumo_ev=-0.19
O -2.09 -1.24 -0.74
H -1.49 -1.46 -1.47
H -3.00 -1.47 -1.01
O 2.20 -2.95 -1.99
H 1.77 -2.42 -1.25
H 3.05 -3.03 -1.58
O -1.70 3.90 -1.35
H -1.69 2.98 -1.04
H -2.54 3.89 -1.88
O -1.22 -3.04 1.12
H -1.56 -2.33 0.51
H -1.65 -3.82 0.75
O 0.74 3.07 -0.01
H 1.40 3.73 -0.29
H 0.99 2.66 0.79
O 2.93 -0.64 1.47
H 2.57 -0.67 2.37
H 2.52 -1.42 1.06
O -2.49 0.73 2.29
H -2.46 0.64 1.35
H -2.62 1.63 2.59
O -2.33 1.39 -0.73
H -3.23 1.50 -0.53
H -2.27 0.48 -1.03
O 1.29 1.76 2.26
H 1.19 1.02 1.70
H 2.20 2.07 2.39
O 2.37 -0.14 -1.21
H 2.20 0.30 -2.08
H 2.87 0.56 -0.80
O 1.50 -2.93 0.86
H 1.66 -3.81 1.31
H 0.60 -2.70 0.95
O -0.11 1.69 -2.55
H 0.22 2.29 -1.91
H -0.82 2.29 -2.85
O -0.48 -0.78 3.45
H -0.70 -0.28 4.26
H -1.04 -0.43 2.78
O -0.02 -1.39 -2.49
H 0.61 -1.61 -3.18
H -0.35 -0.55 -2.74
O 0.23 -0.01 0.47
H 1.01 -0.15 -0.07
H -0.27 0.67 0.05

***

three | 45
Properties=species:S:1:pos:R:3 method="wB97M-V/def2-TZVPD" lumo_ev=-0.52
O 1.17 -1.57 -2.39
H 1.87 -1.47 -3.02
H 0.57 -0.84 -2.42
O -1.12 2.96 -0.34
H -0.69 2.78 0.50
H -0.50 2.59 -0.92
O 2.01 0.48 2.63
H 1.77 -0.42 2.41
H 2.87 0.59 2.25
O -1.47 -3.19 -1.56
H -1.87 -2.36 -1.33
H -0.82 -3.43 -0.88
O -0.01 -0.38 0.52
H -0.82 -0.69 0.13
H -0.13 0.57 0.48
O -3.16 0.97 -2.55
H -2.57 0.85 -3.34
H -2.65 0.57 -1.83
O -0.40 2.17 2.24
H 0.33 2.83 2.20
H 0.05 1.38 2.56
O 3.01 0.02 -1.14
H 2.18 -0.32 -1.48
H 3.77 -0.31 -1.63
O -2.44 -0.88 -0.47
H -3.27 -1.38 -0.56
H -2.68 -0.19 0.16
O -3.04 1.56 0.60
H -3.01 2.06 1.41
H -2.53 2.05 -0.04
O 1.66 1.99 -0.01
H 2.18 1.28 -0.48
H 2.30 2.49 0.49
O 0.08 -3.07 0.58
H 0.43 -2.18 0.50
H 0.55 -3.59 1.20
O 2.61 -1.83 1.33
H 2.59 -1.04 0.75
H 3.46 -1.71 1.75
O -0.25 1.02 -2.19
H -0.56 0.61 -2.98
H 0.61 1.24 -2.57
O -0.39 -0.82 3.39
H -0.52 -1.04 2.48
H -1.19 -0.35 3.59

***

What should be chosen as the most stable of them? Choose two.